1.
The molecule C3H4N2O2 at a distorted geometry. Source: OMol25; level of theory: the ωB97M-V functional and the def2-TZVPD basis.

The geometry in XYZ format:
```
11
Properties=species:S:1:pos:R:3:forces:R:3
C 1.589439 -1.127418 0.753083 -0.0749 0.0507 0.0040
C 0.461093 -0.355774 0.140163 0.2843 -0.1897 -0.5913
O 0.261113 -0.162555 -1.031390 0.1850 -0.1490 0.2250
O -0.357966 0.126961 1.088668 0.0801 0.0364 0.1267
N -1.442150 0.844733 0.631908 -0.5376 -0.3648 1.5270
C -1.618289 1.178435 -0.532506 0.0617 0.3405 -0.6551
N -1.988099 1.859012 -1.452085 0.0902 0.7067 -0.5784
H 2.529076 -0.648022 0.486986 0.0168 0.0257 -0.0134
H 1.478351 -1.160049 1.832095 0.0731 -0.0490 0.0310
H 1.596855 -2.134340 0.342132 -0.0206 -0.0191 -0.0213
H -2.509423 1.579016 -2.259055 -0.1581 -0.3885 -0.0542
```
Positions in Å, forces in eV/Å.

The total energy comes out at -10248.6205 eV. As for the structure (SMILES): CC(=O)ON=C=N. The value obtained for the HOMO energy is -9.7 eV. As for the max |F|: 1.7 eV/Å.

***

2.
The molecule C17H26N4S at a distorted geometry. Source: OMol25; level of theory: the ωB97M-V functional and the def2-TZVPD basis.

The geometry in XYZ format:
```
48
Properties=species:S:1:pos:R:3:forces:R:3
C 2.396932 4.274369 1.954075 1.6181 0.0778 -0.2136
C 3.019324 3.046500 1.252106 -0.9968 0.2390 0.5004
C 1.899348 2.021768 0.909805 1.4852 0.6803 -0.0995
C 2.524961 0.885795 0.118822 -0.7875 -0.9408 0.4876
C 1.455055 -0.149206 -0.144265 0.4683 -2.1593 -0.3777
N 1.478733 -1.250099 0.662430 -0.6550 1.5233 -2.1211
C 0.577547 -2.239020 0.435923 1.5767 1.4134 1.2185
N 0.742113 -3.169149 1.458027 -1.6509 -1.0112 -0.4322
C -0.379993 -3.323160 2.407406 0.7636 -0.7438 0.9224
C -0.306409 -2.321872 3.566643 0.5510 0.9020 -0.8073
N -0.363283 -0.948938 3.054080 0.3227 0.5597 -0.0329
C -0.353092 -2.222190 -0.637058 1.0741 -0.1029 1.2212
C -1.198008 -3.352148 -0.804458 -2.2571 -2.3960 -1.4960
N -1.911909 -4.241434 -1.101917 1.8836 2.3060 1.0541
C -0.354929 -1.113523 -1.494132 -0.2220 0.5373 0.6461
C 0.555854 -0.068438 -1.224492 -0.2161 0.1476 0.3574
C 0.522987 1.148229 -2.106841 -0.5639 -1.4264 -1.0733
S -1.190748 1.771937 -2.289412 0.5089 0.9384 0.0162
C -2.243333 0.304541 -2.498672 -0.8800 -0.0432 -0.4651
C -3.205197 0.296870 -1.284368 -0.1122 -0.1776 -0.1299
C -3.087705 0.488841 -3.802526 1.3994 0.9807 -0.0910
C -1.375744 -0.964820 -2.611681 1.0410 0.2705 -0.1443
H 1.965439 3.976416 2.893249 -0.2857 -0.0583 0.4434
H 3.195727 5.032536 2.167329 -0.8221 -0.4782 -0.1954
H 1.626220 4.705056 1.327261 -0.1265 0.2406 -0.0782
H 3.514022 3.385641 0.330016 -0.0331 -0.2664 0.1841
H 3.773313 2.571110 1.913588 -0.3425 0.2213 -0.4416
H 1.137695 2.491369 0.287510 -0.1387 0.1805 0.1123
H 1.409893 1.653511 1.811839 0.0545 -0.0171 0.0737
H 2.940386 1.248340 -0.807916 0.1030 0.2118 -0.3979
H 3.348978 0.404120 0.665488 -0.3611 0.1296 -0.0164
H 1.626284 -3.003205 1.929008 -0.2982 0.1508 -0.1276
H -1.343060 -3.233315 1.901079 0.1736 -0.0932 -0.0966
H -0.292516 -4.308495 2.871014 -0.2884 -0.2810 -0.3410
H 0.651224 -2.415684 4.146795 -0.8288 -0.1445 -0.4959
H -1.143047 -2.471203 4.246711 0.0142 -0.1558 0.1366
H 0.443322 -0.751441 2.434318 -0.9145 -0.2160 0.6083
H -1.233668 -0.762005 2.545354 0.5240 -0.1668 0.1964
H 1.164913 1.954229 -1.789871 -0.1166 0.2496 0.2096
H 0.887895 0.814615 -3.095387 -0.1231 0.3812 0.1637
H -4.040269 -0.447212 -1.392277 0.8485 0.5465 0.1054
H -3.640846 1.305080 -1.129878 0.1586 -0.5695 -0.2619
H -2.594820 0.102301 -0.400576 -0.2761 -0.2131 0.1744
H -2.412652 0.510369 -4.683962 -0.3209 0.0740 0.4839
H -3.637584 1.454756 -3.789718 0.2664 -0.6659 0.0992
H -3.763604 -0.325192 -3.953653 -0.6100 -0.5594 0.1259
H -2.010374 -1.836656 -2.701863 -0.1627 -0.2615 0.1788
H -0.775373 -0.929890 -3.544951 -0.4451 0.1862 0.2170
```
Positions in Å, forces in eV/Å.

The total energy comes out at -34846.6623 eV. As for the structure (SMILES): CCCCc1nc(NCCN)c(C#N)c2c1CSC(C)(C)C2. The value obtained for the HOMO energy is -8.3 eV. As for the max |F|: 3.6 eV/Å.

***

3.
A cluster of 10 separate species, C22H44O37S9 in total at a distorted geometry. Source: OMol25; level of theory: the ωB97M-V functional and the def2-TZVPD basis.

The geometry in XYZ format:
```
112
Properties=species:S:1:pos:R:3:forces:R:3
O 0.895020 0.131970 3.697866 2.0691 1.1498 2.8098
S 1.761480 0.667510 4.756686 1.1267 0.5531 0.4951
O 1.793410 2.086270 5.091346 -0.4457 -1.8469 -1.0897
O 1.596550 -0.062920 6.224066 -1.3438 -0.9357 -2.3409
C 2.840620 -0.151090 6.872746 0.5784 2.1346 1.0979
C 3.927300 -0.225410 5.819136 1.0612 -1.2989 -0.6641
O 3.358290 0.195220 4.576356 -2.1137 0.1529 -0.4101
H 2.916530 0.820650 7.360656 0.3715 0.0378 0.4004
H 2.824660 -0.895660 7.668656 -0.0323 -0.3376 -0.5857
H 4.345850 -1.225920 5.710046 -0.7394 -0.5090 -0.3751
H 4.872110 0.303320 5.945176 -0.5535 0.9416 0.6342
O -6.292900 4.117000 -4.376524 0.2430 -0.7772 1.7427
S -6.618710 3.373840 -3.182144 0.5270 -2.5030 1.7890
O -8.039460 3.153890 -2.901814 3.0797 0.3848 -0.1767
O -5.789040 1.879770 -3.093074 -1.0013 0.5584 -0.5410
C -4.552040 1.950830 -2.296044 -0.7993 1.5952 -0.3035
C -4.935940 2.952460 -1.171544 2.3812 -1.9120 -1.1606
O -5.730690 3.862150 -1.842994 -2.7734 2.1643 -1.1918
H -4.192960 0.999510 -1.903414 -0.5303 -0.1418 -0.4261
H -3.835310 2.423710 -2.967444 0.3937 -0.2141 0.2048
H -4.021410 3.472890 -0.887174 -0.0954 0.1794 0.0808
H -5.248180 2.381470 -0.297144 -1.2273 0.5400 -0.0298
O 6.354620 -1.495730 -1.787324 -2.8353 0.6278 1.7401
S 5.097510 -1.068270 -1.149504 0.2221 0.3405 0.4055
O 3.816530 -1.550360 -1.731304 2.8962 1.5527 1.3544
O 5.061790 -1.369190 0.507916 0.6163 -0.6213 -2.0103
C 4.681060 -0.222420 1.295866 1.0396 1.3296 -1.9712
C 5.445200 0.917050 0.490166 -1.4180 0.5014 -0.7879
O 5.181590 0.605960 -0.931644 -0.0007 -2.9393 -0.1194
H 3.595780 -0.143030 1.232876 0.1835 0.2757 0.3470
H 5.085220 -0.326860 2.302756 -0.2405 -0.1961 -0.1780
H 6.500170 1.058630 0.724916 0.2040 -0.9563 -0.2210
H 5.079170 1.940000 0.402536 -0.5709 -0.1759 1.1839
O -5.604870 -0.721420 3.570926 4.2287 0.2139 0.5147
S -4.123180 -0.595840 3.549316 -0.8205 -0.3328 -0.3370
O -3.542830 0.588490 2.921376 -0.8368 -1.8559 1.4697
O -3.405730 -0.952170 5.032176 -1.9187 1.7094 -0.8658
C -2.253200 -1.787510 4.974716 -0.5020 0.6504 -0.6053
C -2.465280 -2.536200 3.655156 0.5481 -1.5509 0.0085
O -3.477490 -1.915120 2.856416 -0.3674 1.0948 0.4064
H -1.339020 -1.194840 5.008146 -0.0474 0.1336 -0.2664
H -2.297940 -2.377000 5.890456 -0.0144 -0.3515 -0.3521
H -2.822390 -3.546860 3.853016 -0.0797 0.0079 0.0208
H -1.547870 -2.643290 3.076386 -0.0489 0.3468 -0.0665
O -0.097420 -5.282260 -0.807364 1.1053 0.6231 -4.4219
S 0.042170 -5.204610 -2.302304 -1.2361 0.6500 0.7485
O -0.893550 -6.033720 -3.052874 2.2925 1.0407 0.9340
O -0.116730 -3.665650 -2.879764 -0.9680 -1.3293 2.1144
C 0.754890 -3.326420 -3.932554 0.9914 -1.4298 0.2160
C 2.045520 -4.187220 -3.679964 -0.4887 1.8003 1.1393
O 1.639280 -5.258930 -2.775064 -1.1418 -0.8274 -0.0761
H 0.294300 -3.670350 -4.858654 -0.0221 0.7670 -0.2136
H 0.953350 -2.268380 -3.761514 -0.0530 -0.0723 -0.8149
H 2.744910 -3.576480 -3.109044 -0.0134 -0.0655 0.2809
H 2.599120 -4.409820 -4.592144 -0.5953 -1.1286 0.0394
O -2.476240 -1.499880 -7.023374 0.5157 2.6329 3.5213
S -2.471240 -0.553360 -5.857584 -1.2021 -0.4796 -2.0455
O -1.350650 -0.486060 -4.910014 -2.7281 -0.1650 -2.0365
O -2.869920 0.955700 -6.410254 0.8200 -0.5464 0.0072
C -4.294420 1.215000 -6.368414 -0.8614 -1.4746 -0.3995
C -4.924100 -0.175970 -5.991324 -0.0029 1.1423 0.2808
O -3.940230 -0.668460 -5.132544 2.8272 -1.4697 1.7634
H -4.523080 1.971330 -5.617564 0.2589 -0.2352 0.2122
H -4.723030 1.560410 -7.309214 0.7201 -0.0065 -0.2749
H -5.062280 -0.979070 -6.715234 -0.3069 0.7677 -0.7546
H -5.808650 -0.021730 -5.373364 -0.0307 -0.0966 -0.1716
O -1.443400 6.365310 -2.135194 0.1255 -2.6649 1.7401
S -1.049520 5.260790 -1.258004 2.5464 0.9393 0.1986
O -1.306200 5.347210 0.192836 -0.0409 -0.7047 -3.3168
O -1.346610 3.778950 -1.951794 -3.1754 2.8538 0.5749
C -0.270760 2.962370 -2.108544 2.7314 -0.8898 0.2224
C 0.953610 3.914850 -2.129854 0.3201 -1.1122 -0.1109
O 0.616100 5.071500 -1.415004 -2.1858 0.7243 1.0883
H -0.256400 2.216270 -1.314044 0.2490 0.3490 0.3801
H -0.261700 2.338900 -3.002584 -0.6550 0.5228 -0.4695
H 1.270850 4.250800 -3.117074 -0.1294 -0.4109 -0.1819
H 1.754610 3.387600 -1.611674 0.2497 0.3851 -0.1115
O 3.241450 3.653610 0.299326 -1.8696 -0.7350 3.1025
S 2.651910 3.179450 1.571116 0.7782 -0.2496 -0.3126
O 3.249990 2.005780 2.169126 -0.8165 1.1530 -0.7455
O 2.621090 4.280720 2.781326 2.4307 -1.7850 -0.9715
C 1.357220 4.710050 3.044396 -3.8688 1.3892 -1.3600
C 0.387480 3.580130 2.549596 -0.9129 0.3412 2.3347
O 1.027780 3.007550 1.467936 2.6415 -0.3568 -2.0181
H 1.099250 5.071090 4.039986 0.8213 -0.7002 0.3196
H 1.236360 5.582520 2.402296 -0.5784 0.2328 -0.0864
H -0.644710 3.793290 2.271636 0.3580 1.0648 -0.4640
H 0.198940 2.825130 3.312826 0.7112 -0.1354 0.2799
O 1.364440 -2.657520 3.305486 2.6025 -2.6330 -1.7015
S 2.430470 -3.576540 2.836226 1.9445 -0.6837 -0.6127
O 3.609690 -3.831650 3.706166 -2.8589 1.2490 -1.9740
O 1.901320 -5.042030 2.369466 -1.9745 1.6473 2.7401
C 2.537990 -5.542030 1.258426 0.2817 -2.0706 -0.6864
C 2.718170 -4.431580 0.331416 0.0938 1.9649 -0.5340
O 3.006870 -3.276600 1.220116 -0.6781 -0.0349 1.6237
H 3.459990 -6.034450 1.567486 0.2401 0.1550 -0.1019
H 1.887130 -6.288080 0.802466 -0.0851 -0.0696 0.1760
H 1.855930 -4.192140 -0.290944 -0.2938 0.0631 0.6669
H 3.481100 -4.647430 -0.416554 0.7292 0.5092 0.5438
C 0.290180 -0.915470 -0.996574 -0.7688 -0.0126 0.3310
C 0.299860 -0.173190 0.371796 2.7587 -0.4361 -0.6313
C -1.028960 0.406080 0.599266 -1.8941 -0.5889 0.9987
O -1.675710 0.537940 -0.643664 0.8323 -1.1197 -1.6336
C -1.138830 -0.583310 -1.460174 -0.4709 0.6905 -0.6372
H 0.367210 -2.001430 -0.943034 -0.0917 -0.0235 0.4772
H 1.139510 -0.660560 -1.630424 -0.2479 0.6499 -0.1034
H 1.056320 0.598610 0.229726 0.0276 0.3131 0.3326
H 0.661680 -0.799850 1.186956 -0.1675 0.0119 0.0621
H -1.075150 1.333170 1.170636 0.1988 0.1785 -0.2926
H -1.653600 -0.297620 1.149476 0.0461 -0.2010 0.5318
H -1.323510 -0.289300 -2.493394 0.4897 0.1816 -0.0101
H -1.675480 -1.528450 -1.377584 -0.7381 0.2312 0.6641
```
Positions in Å, forces in eV/Å.

The total energy comes out at -196787.0653 eV. As for the structure (SMILES): O=S1(=O)OCCO1.O=S1(=O)OCCO1.O=S1(=O)OCCO1.O=S1(=O)OCCO1.O=S1(=O)OCCO1.O=S1(=O)OCCO1.O=S1(=O)OCCO1.O=S1(=O)OCCO1.O=S1(=O)OCCO1.C1CCOC1. The value obtained for the HOMO energy is -9.8 eV. As for the max |F|: 4.6 eV/Å.

***

4.
A cluster of 2 separate species, C5H7NO2S in total at a distorted geometry. Source: OMol25; level of theory: the ωB97M-V functional and the def2-TZVPD basis.

The geometry in XYZ format:
```
16
Properties=species:S:1:pos:R:3:forces:R:3
C -2.134977 1.682519 0.428641 -2.9521 2.5676 0.7315
C 0.946339 -0.838332 0.453749 -0.3757 -0.5984 -0.1101
C 0.336656 0.261237 0.010382 -4.0373 -3.0995 3.5366
C -1.702783 0.473610 0.470233 4.4573 -1.1143 0.3269
C 2.268243 -1.431163 -0.098511 -0.0143 2.1289 -0.1239
N 0.430372 1.100634 -1.033786 0.6699 2.0614 -3.8067
O 0.385167 2.310213 -0.811901 0.2665 -0.3754 0.1809
O 0.431194 0.643087 -2.199292 0.1055 0.1547 1.5520
S -2.221492 -1.015045 1.159055 -0.6682 1.0873 0.7134
H -3.248002 1.913343 0.615959 1.6116 -0.7640 -0.2303
H -1.593808 2.629297 0.350238 0.4108 -0.7574 -0.5227
H 0.384144 -1.561567 1.207926 1.0435 2.0034 -1.4809
H 3.029327 -0.544763 -0.422514 -1.9742 -2.3639 0.2717
H 1.899848 -2.132706 -0.922299 1.2092 0.8972 0.9672
H 2.738897 -1.927591 0.759231 0.0436 -0.3070 -0.6238
H -1.949124 -1.562774 0.032890 0.2038 -1.5205 -1.3816
```
Positions in Å, forces in eV/Å.

The total energy comes out at -21711.2050 eV. The value obtained for the HOMO energy is -9.5 eV. As for the max |F|: 6.2 eV/Å.

***

Orbital gap values, unit eV, following the record order: 10.5; 8.5; 9.9; 9.0.